1.
A cluster of 6 separate species, C18H24N6O6 in total. Source: the Open Molecules 2025 dataset; level of theory: ωB97M-V/def2-TZVPD.

Last column: Löwdin charge in e.
Geometry (Å):
C -39.985 1.406 -7.001  -0.0682
N -39.134 5.383 -2.113  -0.4440
H -39.915 2.596 -3.386  0.0934
H -43.375 0.683 -7.531  0.0825
C -43.630 5.637 0.019  -0.1538
H -39.614 -3.257 -6.188  0.0954
C -39.906 2.280 -4.423  -0.1261
C -46.149 3.199 -7.905  -0.0649
C -44.875 3.691 -7.639  -0.0792
H -44.987 1.303 -4.752  0.0981
C -43.843 2.788 -7.533  -0.0811
N -45.357 0.952 -7.881  0.0561
C -42.213 4.201 1.052  -0.1574
H -42.823 3.037 -7.270  0.0993
N -41.144 -3.435 -4.700  -0.4555
C -42.063 3.443 -0.100  -0.0784
H -37.376 6.463 -2.182  0.1060
H -46.975 3.898 -7.954  0.1042
H -44.320 1.517 -3.148  0.1027
C -38.915 2.703 -5.304  -0.0617
C -43.533 4.953 -1.184  -0.0700
H -37.335 4.931 -3.111  0.0840
C -44.303 1.910 -4.160  0.0356
C -46.343 1.836 -8.000  -0.1549
H -44.721 4.749 -7.473  0.1109
H -41.708 3.931 1.973  0.1014
N -44.787 3.311 -4.130  -0.4386
H -40.951 -4.337 -6.553  0.1038
O -39.090 4.307 -1.547  0.0481
C -44.147 1.432 -7.662  -0.1766
N -42.953 5.298 1.106  0.0516
O -42.241 -2.976 -4.459  0.0641
C -37.923 5.800 -2.855  0.0366
H -42.563 3.356 -2.206  0.0898
O -45.894 3.505 -3.677  0.0651
O -40.068 6.155 -2.089  0.0813
H -38.205 6.410 -3.708  0.0989
C -42.713 3.845 -1.251  -0.0903
C -40.690 -3.376 -6.112  0.0368
O -40.412 -3.970 -3.895  0.0687
C -38.966 2.271 -6.620  -0.0702
H -47.322 1.406 -8.177  0.1041
H -44.165 5.287 -1.998  0.0934
H -41.439 2.561 -0.161  0.1022
O -44.038 4.183 -4.531  0.0398
H -38.145 3.357 -4.914  0.0894
H -44.309 6.475 0.126  0.1025
H -43.320 1.904 -4.612  0.0546
H -41.200 -2.568 -6.619  0.0828
H -41.646 0.256 -6.273  0.0881
N -40.904 1.481 -4.801  0.0608
H -40.084 1.050 -8.018  0.1048
H -38.246 2.654 -7.333  0.1074
C -40.887 0.992 -6.036  -0.1734

LUMO   0.004 hartree
Energy relative to the best compared isomer or geometry (same formula, charge and spin)   0.0 kJ/mol
SMILES   C[N+](=O)[O-].C[N+](=O)[O-].C[N+](=O)[O-].c1ccncc1.c1ccncc1.c1ccncc1
Highest occupied orbital energy   -9.179 eV
Orbital gap   9.3 eV

***

2.
A structure of composition C31H22IrN2O4S. Source: the Open Molecules 2025 dataset; level of theory: ωB97M-V/def2-TZVPD.

Last column: Mulliken spin population.
Geometry (Å):
C 0.915 0.291 5.292  0.2181
H 2.953 0.162 4.555  0.0032
C 0.017 2.809 -5.369  -0.0308
C -1.029 -2.058 -2.752  0.0242
N 0.211 0.639 2.696  -0.0443
C -0.147 1.201 -3.559  -0.0041
H -0.964 1.857 -1.698  0.0381
H 0.683 2.967 0.107  -0.0021
C 0.139 -4.157 -2.644  0.0069
H -1.743 0.843 3.321  0.0043
H -4.750 -1.691 0.284  0.0064
C -3.717 3.502 -0.323  0.3770
C 0.469 0.249 -4.381  0.0576
C -0.347 -0.111 -1.365  -0.0127
H 1.306 -0.178 -6.301  -0.0011
C 1.338 0.040 6.868  0.0201
C 1.903 0.284 4.337  -0.0093
C 1.487 0.464 3.028  0.0412
S -2.054 -1.152 0.996  0.5916
H -0.149 3.811 -5.745  -0.0008
O 0.369 -0.418 7.453  0.3765
C -4.010 2.140 -0.176  -0.1120
C -0.416 0.492 4.984  -0.0137
H 0.073 4.596 0.442  0.0019
C -3.256 -0.104 0.447  0.1208
C -5.275 1.576 -0.464  0.3720
C 0.617 1.853 -6.175  0.0588
C 2.463 0.451 1.869  0.0060
N -1.730 1.742 0.559  0.2662
O 2.491 0.386 7.029  0.3581
H 0.922 2.103 -7.184  0.0036
C -0.537 0.976 -2.163  0.0687
H 0.270 -5.176 -2.987  0.0005
C -0.882 -3.372 -3.168  -0.0042
H -1.182 0.493 5.743  0.0057
H -6.524 -0.193 -0.538  0.0052
H -4.491 4.185 -0.651  0.0195
H -6.054 2.239 -0.826  0.0086
C 0.837 0.573 -5.677  -0.0311
C -0.049 3.541 0.683  0.0043
C -1.445 3.095 0.381  0.1511
H 0.189 3.399 1.742  0.0104
C -5.544 0.201 -0.301  -0.0505
C 0.990 -3.628 -1.685  -0.0030
C -4.569 -0.631 0.151  0.2142
C 0.837 -2.314 -1.262  -0.0105
H -1.828 -1.440 -3.149  0.0025
H -0.837 3.229 -3.448  0.0092
O 1.903 0.287 0.698  0.0760
C -2.408 3.958 -0.039  0.0088
C -0.160 -1.506 -1.808  0.0272
O 3.641 0.591 2.094  0.0299
Ir -0.147 0.277 0.573  1.5221
H 0.670 -0.745 -4.002  0.0086
C -0.363 2.483 -4.077  0.0504
H 1.778 -4.240 -1.264  0.0000
H -1.561 -3.783 -3.905  -0.0002
C -2.973 1.275 0.278  0.1394
C -0.726 0.673 3.649  0.0150
H -2.156 5.006 -0.144  0.0032
H 1.516 -1.891 -0.530  -0.0030

LUMO (spin up / spin down)   -0.026 / -0.147 hartree
Energy relative to the best compared isomer or geometry (same formula, charge and spin)   0.0 kJ/mol
Multiplicity   6
Highest occupied orbital energy (spin up / spin down)   -5.821 / -8.179 eV
<S²>   8.83
Orbital gap (spin up / spin down)   5.1 / 4.2 eV

***

3.
A structure of composition C24H24Br2CrN5O. Source: the Open Molecules 2025 dataset; level of theory: ωB97M-V/def2-TZVPD.

Last column: Mulliken spin population.
Geometry (Å):
C -0.043 -0.471 5.065  0.0039
C 1.876 2.638 2.661  -0.0299
H 2.684 3.354 2.816  -0.0029
Br -3.022 2.087 0.240  0.0036
C -2.788 1.529 -2.538  -0.0151
H -4.265 -3.996 -0.795  0.0206
H 3.563 -1.241 -3.908  0.0000
C -2.429 -3.162 -1.427  -0.1074
H -2.186 -0.460 5.043  0.0018
C -2.687 -1.859 1.278  0.2713
N -0.242 -1.268 2.408  0.0618
N -2.536 -1.478 2.619  0.0155
H 2.093 -0.682 4.764  0.0006
N -0.913 -1.601 -0.318  0.1626
C -1.345 -1.116 3.165  -0.0143
C -2.109 1.434 -1.312  0.0097
H 0.919 3.152 2.767  0.0000
C 3.329 1.280 1.116  -0.0108
H 0.035 -0.111 6.082  0.0008
Cr -0.128 -0.031 0.497  2.5695
C 1.985 2.014 1.261  0.0854
C 1.246 -0.098 -4.608  -0.0057
H 0.909 3.610 0.276  -0.0013
H 1.953 2.669 -0.798  0.0051
H -2.520 -3.704 -2.359  0.0002
O -2.069 -1.038 0.378  0.0294
C 1.108 -0.770 4.329  0.0129
N 0.917 1.107 1.040  -0.4850
H -0.495 0.359 -5.752  0.0006
H 3.398 0.471 1.845  -0.0015
C -0.172 0.593 -2.368  -0.0026
H 1.810 -1.370 2.395  -0.0115
C 1.878 3.117 0.194  -0.0383
H 3.373 -1.033 -2.148  0.0005
N 1.108 0.146 -2.240  -0.0050
H 1.852 -0.379 -5.460  0.0004
C 3.237 -0.563 -3.120  0.0016
H -3.807 1.885 -2.575  -0.0006
Br -3.112 1.130 -5.310  0.0010
C 0.954 -1.141 3.017  0.0169
H 1.939 1.866 3.425  0.0060
H -3.354 -1.432 3.202  0.0002
H 4.158 1.971 1.280  -0.0026
H 2.673 3.851 0.329  -0.0047
C -0.801 0.686 -3.639  0.0086
C 1.801 -0.164 -3.309  0.0238
C -1.230 -2.476 -1.262  0.2880
H -0.428 -2.631 -1.978  0.0296
H 3.864 0.331 -3.158  0.0004
H -4.135 -3.358 1.545  -0.0032
C -0.046 0.310 -4.769  0.0056
C -0.850 0.923 -1.159  -0.1188
C -1.276 -0.653 4.491  -0.0086
C -2.144 1.125 -3.670  0.0155
C -3.456 -3.340 -0.498  0.3437
C -3.478 -2.872 0.833  -0.1300
H 3.404 0.860 0.112  0.0025

LUMO (spin up / spin down)   0.004 / -0.001 hartree
Energy relative to the best compared isomer or geometry (same formula, charge and spin)   553.5 kJ/mol
Multiplicity   4
Highest occupied orbital energy (spin up / spin down)   -5.773 / -7.636 eV
<S²>   4.14
Orbital gap (spin up / spin down)   5.9 / 7.6 eV

***

4.
A structure of composition C14H38B3N2O9PS. Source: the Open Molecules 2025 dataset; level of theory: ωB97M-V/def2-TZVPD.

Last column: Löwdin charge in e.
Geometry (Å):
H 3.882 -0.707 1.810  0.0831
H 4.580 -2.028 5.755  0.0894
H -3.688 2.877 -5.148  0.1187
C -3.450 1.854 -4.854  -0.1824
S 0.917 3.617 4.177  0.0715
H 1.808 -0.280 4.716  0.1048
H 2.335 -3.295 4.161  0.1191
C 0.307 -1.747 5.137  -0.1795
H 0.007 3.942 -5.772  0.1288
O 2.952 1.658 1.494  0.2832
H -4.099 1.606 -4.010  0.1281
C 0.111 0.633 -1.235  -0.0507
O -1.975 4.155 -6.237  -0.1970
C 1.322 -3.567 3.857  -0.1859
H 0.029 0.626 -2.318  0.1065
O -2.133 1.759 -4.334  -0.1284
C 0.842 -4.787 4.609  -0.2026
C -0.021 -0.754 -0.636  -0.2459
C -3.773 0.876 -5.961  -0.2022
B 1.379 1.323 -0.658  -0.5528
O 0.953 -4.614 6.009  -0.1955
H -2.005 0.447 -8.681  0.0879
H 4.132 -0.395 6.287  0.0931
H 1.370 -3.838 2.799  0.1246
H -3.564 -0.367 -8.438  0.0879
P 0.428 2.254 2.851  0.4014
H 1.212 -0.283 6.391  0.1353
H -0.808 2.565 2.268  -0.0198
H 3.621 -1.251 0.288  0.0944
H 0.989 -0.687 1.149  0.0581
H 0.269 0.951 3.359  -0.0500
H -0.195 -5.000 4.325  0.1250
C -0.094 -5.211 6.743  -0.1112
H 0.015 -6.301 6.773  0.0885
H -0.154 1.908 -4.586  0.1183
C 1.507 -0.925 5.551  -0.1997
B 3.197 0.689 0.534  -0.7202
H -1.791 6.220 -6.138  0.0883
H -0.042 -4.827 7.760  0.0890
H -2.772 5.472 -4.842  0.0870
H 0.775 -1.401 -0.995  0.1139
H 1.463 -5.645 4.317  0.1288
H -0.452 -1.378 1.283  0.0774
C -2.501 5.420 -5.902  -0.1131
N 3.973 -0.468 0.827  0.2372
O 1.235 2.478 0.125  0.2619
C -2.710 0.096 -7.929  -0.1126
H -2.207 -0.651 -7.306  0.0862
H -4.857 0.902 -6.140  0.1284
N 0.026 -0.604 0.834  0.0362
O 2.585 -1.743 5.966  -0.1909
C -1.051 2.202 -5.138  -0.1830
H -0.514 -1.047 4.963  0.1233
H -3.500 -0.135 -5.638  0.1234
H 3.885 -0.891 4.587  0.0758
H -0.011 -2.417 5.937  0.1196
B 1.671 2.128 1.377  -0.7267
H -0.989 -1.152 -0.893  0.1135
H -1.073 -4.953 6.324  0.0870
C 3.854 -1.226 5.630  -0.1013
O 0.450 -2.447 3.907  -0.1396
H -1.022 1.674 -6.092  0.1199
C -0.974 3.698 -5.344  -0.2003
H -1.062 4.200 -4.374  0.1254
H -0.739 1.197 -0.873  0.1174
O 2.660 0.818 -0.746  0.3123
H -3.402 5.568 -6.495  0.0880
O -3.113 1.212 -7.168  -0.1963

LUMO   0.009 hartree
Highest occupied orbital energy   -8.283 eV
Orbital gap   8.5 eV

***

5.
A structure of composition C21H18NO8PtS. Source: the Open Molecules 2025 dataset; level of theory: ωB97M-V/def2-TZVPD.

Last column: Löwdin charge in e.
Geometry (Å):
C 0.096 -4.657 -0.090  0.0202
N 0.068 -1.937 -0.053  -0.0389
H 5.394 3.740 -1.749  0.1209
O 1.519 -0.397 1.419  -0.0377
O 2.588 -2.104 2.438  0.2069
H -3.704 1.509 1.545  0.0729
H -5.580 -2.257 4.299  0.1110
O -2.541 -0.978 0.768  -0.5270
C -2.620 1.555 1.569  -0.1830
H -1.563 0.610 4.587  0.1110
C 4.901 1.656 -1.802  -0.0786
O 0.815 4.087 -0.285  0.0722
O 3.168 4.706 -0.984  0.0935
H 1.820 0.384 -1.200  0.0438
C -3.965 -1.358 3.221  -0.0747
C -1.548 -1.585 -1.669  -0.4104
C 2.357 2.443 -0.985  -0.0647
C -0.785 -2.569 -0.874  -0.1472
C 0.937 -2.590 0.791  -0.1115
C -4.706 -1.624 4.360  -0.0616
H 4.095 -0.340 -1.832  0.0919
C -3.191 -0.279 5.668  -0.0662
C 4.638 2.987 -1.595  0.0042
H -2.689 -2.914 -2.483  0.1449
H -1.465 -4.495 -1.574  0.1341
S -1.941 -0.121 1.803  0.8777
C 3.896 0.704 -1.656  -0.0985
H 1.658 -4.527 1.381  0.1421
C 2.634 1.122 -1.276  -0.0884
C 1.691 -1.673 1.557  -0.3432
C 0.960 -3.998 0.752  0.0781
H -4.892 -1.301 6.464  0.1097
H -4.235 -1.767 2.258  0.1036
H -2.892 0.124 6.625  0.1115
C -4.318 -1.083 5.576  -0.0677
C 1.020 2.880 -0.407  -0.5430
O 0.175 2.002 -0.048  -0.1702
C -0.806 -3.949 -0.918  0.0857
O -2.496 -1.964 -2.490  0.2293
H 0.102 -5.734 -0.127  0.1310
C -2.862 -0.531 3.319  -0.3743
H 3.035 -1.355 2.865  0.1682
O -1.257 -0.379 -1.603  0.0187
H -2.274 2.175 2.388  0.0677
Pt 0.123 -0.044 -0.044  1.2504
C -2.447 -0.006 4.531  -0.0895
H -2.233 1.929 0.625  0.0406
H 2.223 4.850 -0.692  0.0944
C 3.363 3.422 -1.180  -0.2669
H 5.890 1.341 -2.093  0.1071

LUMO   -0.214 hartree
Highest occupied orbital energy   -10.232 eV
Total charge   +1
Orbital gap   4.4 eV